Entry 1:
DFT (wB97M-V/def2-TZVPD) results for a molecular structure, C4H5AgO3.

The geometry in ORCA input format:
```
! wB97M-V def2-TZVPD RIJCOSX def2/J DEFGRID3
* xyz 1 2
H -1.806 -0.488 -0.660
H -1.865 -0.565 1.944
C 0.046 1.445 -1.347
H -0.629 -1.561 0.122
Ag 2.011 0.653 -1.414
O 0.160 0.172 -0.599
O 3.328 -0.807 -0.520
C 4.075 -1.537 -0.076
C -0.937 -0.514 0.010
C -1.254 0.125 1.345
O -0.989 1.662 -1.899
H -1.810 1.062 1.201
H -0.329 0.352 1.893
*
```

Computed properties:
relative energy (zero: lowest compared OMol25 entry of this formula, charge and spin) = 19.7 kcal/mol
LUMO (spin up / spin down) = -4.8 / -7.7 eV
energy = -527.69882 a.u.
E_HOMO (spin up / spin down) = -15.09 / -15.71 eV



Entry 2:
DFT (wB97M-V/def2-TZVPD) results for 14 unconnected molecules or ions with the total composition C31H45Cl6F7N4O29.

The geometry in ORCA input format:
```
! wB97M-V def2-TZVPD RIJCOSX def2/J DEFGRID3
* xyz 0 1
N 7.165 0.133 3.871
H 2.540 -3.465 -7.971
H -5.420 3.997 -7.614
F -0.688 -0.816 0.578
C 5.926 -0.085 3.102
C -0.012 -3.371 7.580
H 1.597 7.437 -4.455
N -6.192 -4.245 1.514
H -0.466 -7.941 -0.517
C -3.170 8.907 1.529
H 5.790 0.823 2.514
H -2.531 -4.908 7.521
N 1.071 6.025 -2.984
H -9.125 3.402 -1.709
H 1.933 -5.112 -8.499
H -7.502 -2.939 2.364
C -7.867 4.034 -0.054
N -5.074 5.529 -6.204
C 7.822 -6.246 -3.354
C 7.216 1.730 -5.296
O 0.227 -1.456 -2.029
O 10.425 -5.364 -5.440
O 1.491 5.817 -1.840
H 6.800 1.808 -6.301
Cl 8.928 1.069 -5.451
F 0.645 -4.593 -10.404
C 2.557 4.677 8.466
C 1.736 -4.043 -8.427
H -0.435 0.284 -2.580
H -3.365 2.530 7.758
O -5.997 -5.121 2.306
O 0.885 -2.734 8.153
H -5.114 1.954 5.999
O -0.244 -9.545 -2.837
O 8.686 -6.527 -4.416
C -0.950 -7.802 -1.484
H -3.438 0.908 8.360
H 1.471 8.198 -2.940
O 7.606 -0.737 4.612
C -0.010 -8.200 -2.576
O -1.188 -2.349 -7.663
H -7.753 5.082 -0.333
O -6.183 5.478 -5.770
C -0.215 -2.888 -8.226
C -1.533 -4.918 7.082
C -4.587 4.346 -7.004
C -7.610 -3.736 1.629
H -2.155 6.964 1.574
C 3.512 3.441 8.434
O 9.356 -4.707 -3.482
H 5.165 -0.249 3.865
C 9.562 -5.499 -4.536
H 2.075 -3.229 -10.313
C 1.252 -1.451 -1.185
H 6.497 -0.228 -4.549
O -0.567 -4.498 7.998
O 2.152 -2.248 -1.128
C -4.012 1.654 7.809
H 7.463 -7.088 -2.762
Cl -5.388 2.086 8.842
H 7.885 -4.622 -1.941
H -0.338 1.023 -0.068
O 7.797 1.205 3.773
C 8.586 -5.274 -2.463
O 1.521 4.215 7.647
F -3.570 8.695 0.281
H -2.796 9.930 1.584
Cl 7.337 0.843 -2.706
F 6.754 -5.586 -3.965
C -1.453 -9.855 -2.247
H 7.268 2.722 -4.849
Cl -5.551 -0.314 6.723
H -3.746 4.684 -7.610
H 5.427 1.108 -3.980
C -0.139 -0.011 -0.350
F -1.287 -6.190 6.720
H -1.356 -6.805 -1.653
F 3.145 5.658 7.801
H 9.182 -5.924 -1.822
C -9.114 3.458 -0.621
C -4.517 1.196 6.508
O 0.280 -2.613 -9.454
Cl -6.345 3.083 -0.281
C 6.447 0.811 -4.224
Cl -9.406 1.788 -0.029
C -2.130 7.895 2.140
O -2.494 7.718 3.493
O 0.537 -3.845 -7.614
O -2.042 -10.961 -2.323
H -9.877 4.157 -0.279
H -1.619 -0.686 -1.827
H -8.055 4.244 0.999
H -0.834 -4.336 4.934
H 4.562 3.660 8.630
H -0.027 7.640 -3.627
C -0.566 -0.414 -1.753
C -3.793 8.027 3.597
O 1.224 -0.390 -0.449
O -4.341 6.522 -5.954
C 1.984 3.336 6.769
O -5.429 -3.714 0.718
H 2.243 5.027 9.450
O -1.904 -8.801 -1.517
H 6.171 -0.893 2.412
O -0.591 -2.885 6.415
C -1.393 -3.985 5.802
O -4.463 7.754 4.581
H -8.248 -4.523 2.031
H -4.175 3.646 -6.278
O -4.215 8.666 2.433
O 1.446 2.961 5.723
H -1.118 8.288 2.043
F 1.216 -8.137 -2.093
H -7.894 -3.443 0.618
H -3.721 0.847 5.851
C 1.029 7.392 -3.526
H -0.160 -7.565 -3.449
O 3.206 3.026 7.105
H 3.261 2.583 9.059
O 0.567 5.184 -3.760
H -2.357 -3.593 5.479
C 1.230 -3.605 -9.736
*
```

Computed properties:
LUMO = -0.6 eV
energy = -7068.98535 a.u.
E_HOMO = -10.64 eV



Entry 3:
DFT (wB97M-V/def2-TZVPD) results for 11 unconnected molecules or ions with the total composition C44H121N11O11.

The geometry in ORCA input format:
```
! wB97M-V def2-TZVPD RIJCOSX def2/J DEFGRID3
* xyz 0 1
C 4.913 8.528 0.252
H 4.957 12.427 1.051
H -2.204 -9.629 -5.530
H 2.477 2.873 5.933
H 11.059 2.232 4.992
C -2.898 -4.151 6.346
C 2.875 1.024 6.739
H -6.128 -3.849 5.908
H -3.122 -10.695 -4.341
H 2.983 8.968 -0.616
C 11.969 5.945 -2.590
H -5.328 2.283 6.101
H 3.304 3.440 10.523
H 4.647 0.727 5.602
O 2.950 2.594 8.655
C -0.614 -9.368 -3.385
H -9.455 1.668 -6.825
C 1.863 0.758 -1.511
H 13.041 6.347 7.688
H 5.148 7.670 2.088
H -3.718 0.861 4.717
C -9.501 -0.210 -6.085
C -0.990 -10.627 -4.189
H -4.947 -5.627 -1.356
H -0.182 -10.891 -4.872
C -5.167 3.098 5.395
H 4.865 1.944 6.917
H -6.115 -4.276 -1.693
H -0.576 -8.406 -3.898
H -4.296 3.626 5.784
H 2.818 8.762 1.050
C -5.979 -5.281 -1.293
H -0.177 -5.303 -9.369
H 0.976 1.269 -1.136
H -2.816 2.061 4.162
C 11.010 4.706 -2.845
H -9.088 -1.173 -6.383
C 5.322 9.864 0.779
H 1.028 -7.333 -2.456
C -13.053 -1.318 -6.669
H -1.768 -11.657 -2.539
C 11.985 6.201 7.915
H -0.379 -0.133 -2.437
C 1.536 -0.744 -1.551
H -3.567 -4.324 -9.167
H 10.685 4.606 -3.880
C -10.468 -6.743 -2.667
H -0.883 -5.461 -11.730
C -2.253 -10.572 -4.987
H -8.892 1.273 -4.549
N -1.034 -11.759 -3.226
N 10.526 5.417 4.049
H 9.511 4.234 5.445
H -4.527 3.154 3.266
H 3.037 7.347 -0.098
H 12.507 4.880 5.829
H 2.087 -8.495 -1.686
C -5.917 1.744 3.513
H -11.344 -0.941 -4.937
H 2.414 -1.269 -1.926
N 5.402 7.466 1.132
H -7.583 5.110 6.190
H 11.943 5.418 8.671
O 12.115 8.356 -2.785
H -3.331 -5.783 -8.315
H -10.646 -7.445 -1.852
H 2.622 1.856 10.574
H 0.245 -0.727 0.108
C 2.470 1.327 8.189
O -6.711 -6.272 -1.939
H 2.081 1.077 -2.530
C 4.170 0.289 -0.835
H -9.008 -0.419 -4.027
H 13.101 6.592 -1.137
H -1.821 -6.705 -9.882
H 2.372 0.087 6.501
H 1.628 -0.687 0.593
O -6.259 3.974 5.254
H 10.823 9.852 -1.903
H 11.496 3.846 6.814
H -5.826 5.401 6.620
H 4.779 0.215 7.220
H -9.815 0.495 -7.975
C 4.369 1.022 6.613
N 12.591 5.735 -1.298
N -1.063 -4.858 -9.176
H -7.665 0.212 -4.900
O -3.875 -3.218 6.691
H -4.190 -2.506 8.652
H 4.864 6.622 0.993
H -2.027 -5.972 -14.072
H -2.089 -4.193 -11.595
C 11.002 3.127 4.371
C -6.806 -3.538 9.130
H -8.831 -8.580 -2.516
H 5.355 8.397 -0.736
H 10.604 7.313 -3.603
N -6.544 -4.184 6.765
H -1.440 -9.272 -2.680
C 11.516 9.668 -2.723
H -8.295 -5.023 -1.772
H 2.713 1.699 4.842
H -6.626 -2.731 9.840
H -11.093 -7.032 -3.512
H -2.565 -3.814 5.364
H -8.540 -6.507 -0.867
C -4.559 -3.269 7.966
H 12.030 3.289 4.047
O 5.053 10.807 -0.223
N 2.273 1.905 5.727
N 1.132 -1.120 -0.173
C -4.746 2.465 4.082
H 0.982 -0.798 -3.459
C -11.056 -0.336 -5.797
H 12.297 10.414 -2.577
C 5.410 12.133 0.104
H -13.052 -2.321 -6.243
H 11.831 5.798 -0.635
C 3.357 8.346 0.198
H 9.667 5.415 3.517
H -3.766 -5.993 -14.075
H -8.758 -6.077 -3.790
C -2.902 -5.624 -13.523
H -13.666 -0.699 -6.015
H 1.382 1.296 8.260
H 1.573 3.211 10.088
C -6.615 4.673 6.437
O 2.925 1.024 -0.605
H -6.860 2.291 3.481
H -6.501 -2.280 7.379
H -3.341 -5.131 6.171
C -3.379 -5.385 -9.329
H 4.853 10.175 1.713
O -11.763 -0.773 -7.003
C 10.507 4.389 5.030
H 4.933 0.594 -0.119
H -6.205 -5.130 6.874
H -7.887 -3.580 8.995
O -2.876 -6.019 -12.151
N -8.647 -8.013 -3.331
C 0.429 -0.860 -2.522
H 12.745 6.014 -3.352
N -3.658 1.536 3.969
H 10.583 7.468 -1.860
H 10.057 4.776 -2.322
H -11.511 0.631 -5.585
H -6.406 -4.456 9.560
H -6.159 0.820 4.039
C -9.041 -6.690 -2.935
H 6.477 12.345 0.175
H 0.068 -1.882 -2.640
H 0.351 -8.257 -1.182
O 0.701 -9.416 -2.861
C -2.048 -5.641 -9.955
H -6.615 4.002 7.295
N -9.249 0.743 -7.176
H -4.189 -5.862 -9.881
H -4.270 -4.184 8.482
C 11.233 7.277 -2.713
H 10.563 6.311 4.517
C -8.754 0.237 -4.859
O 11.114 5.862 6.903
H -10.885 -5.825 -2.252
C 1.060 -8.327 -2.008
H 11.470 3.791 -2.472
H 2.924 0.565 8.823
H 10.467 2.835 3.467
H -7.641 -7.933 -3.317
H -2.075 -4.104 7.059
H 11.596 7.137 8.317
H -5.736 1.546 2.457
C 2.579 2.796 10.024
C -6.171 -3.235 7.788
H -13.653 -1.307 -7.579
H -2.359 -11.397 -5.692
C -1.911 -5.255 -11.430
H -0.272 -11.531 -2.604
H 11.048 9.865 -3.688
H -2.807 -4.540 -13.588
H -1.211 -5.031 -8.192
H 6.363 9.882 1.099
H -6.250 -5.190 -0.241
H 4.092 -0.777 -0.624
C 11.486 4.735 6.182
C -8.140 -6.102 -1.796
H 4.350 0.316 -1.910
H 4.908 12.653 -0.712
*
```

Computed properties:
relative energy (zero: lowest compared OMol25 entry of this formula, charge and spin) = 130.4 kcal/mol
LUMO = 0.3 eV
SMILES string = COC[C@H](C)N.COC[C@H](C)N.COC[C@H](C)N.COC[C@H](C)N.COC[C@H](C)N.COC[C@H](C)N.COC[C@H](C)N.COC[C@H](C)N.COC[C@H](C)N.COC[C@H](C)N.COC[C@H](C)N
energy = -3178.58051 a.u.
E_HOMO = -9.05 eV



Short version: max |F| = 5.656, 5.541, 3.157 eV/A, in the order given.